# 1
Computed, not measured: a structure of composition C5H12CrN3O9, with ωB97M-V/def2-TZVPD.

Cartesian coordinates (Å):
Cr1 0.47 0.27 -0.29
O1 0.68 -3.31 1.84
O2 -1.34 -0.77 0.23
O3 0.67 1.38 1.76
O4 -0.12 0.85 -2.39
O5 -0.13 2.31 0.18
O6 1.00 -0.99 -2.13
O7 2.66 0.54 -0.52
O8 1.40 -1.56 0.86
O9 2.70 -2.74 1.88
N1 -3.45 -1.06 0.95
N2 1.57 -2.45 1.57
N3 -2.06 -2.58 1.27
C1 -0.55 3.48 2.28
C2 0.04 2.34 1.36
C3 0.68 0.01 -2.82
C4 -2.19 -1.39 0.76
C5 1.30 0.24 -4.26
H1 -1.13 -2.98 1.32
H2 3.37 0.43 -1.15
H3 0.70 1.03 -4.71
H4 -3.82 -0.31 0.38
H5 1.27 -0.69 -4.81
H6 2.32 0.64 -4.27
H7 -4.04 -1.73 1.42
H8 -2.81 -3.17 1.60
H9 3.03 1.09 0.17
H10 -0.25 3.25 3.31
H11 -1.62 3.34 2.19
H12 -0.36 4.52 2.02

Summary:
- Frontier orbital gap (alpha / beta): 0.25491 / 0.28370 Ha
- Max |F|: 7.7 eV/Å
- Net charge: -1
- M: 310.159 g/mol
- Spin multiplicity: 5

# 2
Computed, not measured: a structure of composition C5H12F6O9S2Tl, with ωB97M-V/def2-TZVPD.

Cartesian coordinates (Å):
Tl1 0.39 0.01 0.27
S1 2.02 2.85 0.70
S2 -1.89 -1.95 1.04
F1 1.82 5.38 0.07
F2 -3.92 -3.56 0.90
F3 0.10 4.29 -0.55
F4 -2.85 -3.37 -0.99
F5 0.29 4.94 1.43
F6 -4.01 -1.70 -0.46
O1 3.32 3.07 -0.03
O2 1.29 1.68 0.19
O3 -1.31 1.37 0.22
O4 -2.55 -1.25 2.12
O5 2.48 0.28 -0.25
O6 -1.14 -1.02 0.16
O7 0.87 -1.41 -1.34
O8 -1.03 -3.06 1.58
O9 2.27 2.70 2.12
C1 -2.60 0.85 0.58
C2 0.96 4.46 0.40
C3 3.32 -0.67 -0.87
C4 0.32 -2.73 -1.22
C5 -3.35 -2.68 0.07
H1 3.02 0.45 0.53
H2 -0.30 -2.71 -0.32
H3 -2.84 1.05 1.63
H4 4.36 -0.35 -0.99
H5 3.02 -0.85 -1.90
H6 1.36 -1.35 -2.16
H7 -3.39 1.25 -0.06
H8 -2.71 -0.23 0.52
H9 1.03 -3.56 -1.20
H10 -0.36 -2.95 -2.04
H11 3.40 -1.55 -0.24
H12 -1.39 2.32 0.09

Summary:
- Relative energy (zero: lowest compared OMol25 entry of this formula, charge and spin): 0.00 kcal/mol
- Frontier orbital gap: 0.29757 Ha
- Max |F|: 8.8 eV/Å
- Net charge: +1
- M: 598.647 g/mol

# 3
Computed, not measured: a structure of composition C5H12FInO2, with ωB97M-V/def2-TZVPD.

Cartesian coordinates (Å):
In1 0.31 1.45 0.34
F1 1.94 0.19 0.06
O1 -0.51 -0.55 0.56
O2 -2.67 -0.70 -0.76
C1 -1.53 -0.44 1.56
C2 -3.68 0.29 -0.88
C3 1.63 -1.19 -0.17
C4 -2.52 -1.27 0.49
C5 0.51 -1.54 0.76
H1 0.85 -1.56 1.80
H2 -1.32 0.46 2.14
H3 -2.24 -2.33 0.37
H4 -4.54 -0.17 -1.36
H5 -3.98 0.68 0.11
H6 1.35 -1.26 -1.23
H7 -3.32 1.14 -1.48
H8 0.09 -2.52 0.50
H9 -3.49 -1.31 1.02
H10 -1.36 -1.16 2.38
H11 2.53 -1.77 0.04
H12 -1.41 1.60 0.93

Summary:
- Relative energy (zero: lowest compared OMol25 entry of this formula, charge and spin): 21.78 kcal/mol
- Frontier orbital gap: 0.19340 Ha
- Max |F|: 4.7 eV/Å
- Net charge: +2
- M: 237.965 g/mol

# 4
Computed, not measured: a structure of composition C5H12HgO3, with ωB97M-V/def2-TZVPD.

Cartesian coordinates (Å):
Hg1 2.15 3.61 1.55
O1 0.25 0.65 -0.19
O2 -0.57 -2.14 -0.39
O3 0.97 2.70 0.30
C1 0.58 -0.37 0.73
C2 0.70 -1.71 0.04
C3 -0.26 2.15 0.53
C4 -1.39 2.62 -0.32
C5 -0.54 -3.39 -1.03
H1 1.13 -2.43 0.75
H2 1.37 1.58 -0.33
H3 -2.15 1.82 -0.37
H4 -1.57 -3.65 -1.31
H5 -0.16 -4.18 -0.35
H6 0.09 -3.37 -1.93
H7 -1.08 2.85 -1.34
H8 1.53 -0.14 1.23
H9 1.39 -1.63 -0.82
H10 -0.42 1.93 1.59
H11 -0.19 -0.41 1.51
H12 -1.84 3.51 0.15

Summary:
- Relative energy (zero: lowest compared OMol25 entry of this formula, charge and spin): 0.00 kcal/mol
- Frontier orbital gap (alpha / beta): 0.34014 / 0.22605 Ha
- Max |F|: 4.0 eV/Å
- Net charge: +1
- M: 320.738 g/mol
- Spin multiplicity: 2

# 5
Computed, not measured: a structure of composition C5H12IN2, with ωB97M-V/def2-TZVPD.

Cartesian coordinates (Å):
I1 -4.17 0.16 0.16
N1 -2.32 -0.65 0.33
N2 -1.16 1.56 -0.70
C1 0.48 -0.11 -0.02
C2 0.63 -0.04 1.58
C3 -0.86 0.36 -0.34
C4 1.59 0.74 -0.74
C5 0.69 -1.53 -0.37
H1 0.33 -1.66 -1.39
H2 1.46 -0.77 1.85
H3 -2.35 -1.64 -0.09
H4 0.19 -2.23 0.19
H5 2.23 1.07 0.04
H6 -0.34 2.22 -0.85
H7 1.66 -1.90 -0.36
H8 -2.18 1.92 -0.84
H9 0.95 0.97 1.96
H10 1.23 1.54 -1.36
H11 -0.27 -0.14 2.32
H12 2.20 0.12 -1.38

Summary:
- Relative energy (zero: lowest compared OMol25 entry of this formula, charge and spin): 86.05 kcal/mol
- Frontier orbital gap: 0.30912 Ha
- Max |F|: 5.0 eV/Å
- Net charge: +1
- M: 227.069 g/mol

# 6
Computed, not measured: a cluster of 2 separate species, C5H12IP in total, with ωB97M-V/def2-TZVPD.

Cartesian coordinates (Å):
I1 4.44 -0.60 -1.37
P1 0.92 -1.04 0.72
C1 0.74 1.56 -0.30
C2 -0.20 0.41 0.27
C3 0.28 -2.30 -0.50
C4 -0.67 0.75 1.68
C5 -1.46 0.23 -0.60
H1 -0.81 -2.34 -0.36
H2 0.19 0.75 2.42
H3 -1.32 -0.06 2.11
H4 0.78 -3.39 -0.46
H5 -1.70 1.26 -0.86
H6 1.24 2.09 0.52
H7 -2.33 -0.28 -0.12
H8 0.39 -1.86 -1.48
H9 -1.13 1.69 1.51
H10 1.57 1.16 -0.77
H11 0.27 2.19 -0.91
H12 -1.20 -0.20 -1.50

Summary:
- Relative energy (zero: lowest compared OMol25 entry of this formula, charge and spin): 55.17 kcal/mol
- Frontier orbital gap (alpha / beta): 0.32270 / 0.18270 Ha
- Max |F|: 4.7 eV/Å
- M: 230.029 g/mol

# 7
Computed, not measured: a structure of composition C5H12InO5, with ωB97M-V/def2-TZVPD.

Cartesian coordinates (Å):
In1 32.15 15.71 -7.85
O1 35.97 14.48 -9.25
O2 36.27 15.47 -7.15
O3 32.41 15.47 -5.82
O4 30.37 14.77 -7.87
O5 34.15 15.39 -8.05
C1 35.28 13.95 -10.33
C2 35.81 16.17 -5.99
C3 35.36 15.18 -8.18
C4 29.22 14.05 -8.23
C5 33.18 15.48 -4.65
H1 32.61 15.62 -3.73
H2 35.48 17.18 -6.19
H3 34.00 16.20 -4.73
H4 34.38 13.42 -10.01
H5 35.82 13.12 -10.78
H6 28.73 13.48 -7.44
H7 28.26 14.45 -8.58
H8 29.38 13.32 -9.03
H9 35.06 15.52 -5.53
H10 36.64 16.06 -5.29
H11 33.62 14.49 -4.58
H12 35.11 14.75 -11.04

Summary:
- Relative energy (zero: lowest compared OMol25 entry of this formula, charge and spin): 0.00 kcal/mol
- Frontier orbital gap: 0.23673 Ha
- Max |F|: 5.9 eV/Å
- Net charge: +1
- M: 266.964 g/mol

# 8
Computed, not measured: a structure of composition C5H12LaO3, with ωB97M-V/def2-TZVPD.

Cartesian coordinates (Å):
La1 -1.74 0.38 0.06
O1 2.05 -0.19 -1.05
O2 0.21 0.40 1.46
O3 -0.93 -0.58 -1.54
C1 -0.07 0.22 2.84
C2 1.57 0.77 1.21
C3 1.32 -1.39 -0.98
C4 1.85 0.95 -0.27
C5 0.13 -1.37 -1.94
H1 2.02 -2.17 -1.30
H2 1.01 -1.67 0.04
H3 -0.18 -2.42 -2.08
H4 0.13 1.15 3.39
H5 1.10 1.59 -0.77
H6 1.75 1.73 1.73
H7 -3.52 1.07 0.87
H8 2.78 1.53 -0.34
H9 0.50 -0.99 -2.91
H10 0.56 -0.59 3.25
H11 -1.13 -0.05 2.94
H12 2.22 0.00 1.63

Summary:
- Relative energy (zero: lowest compared OMol25 entry of this formula, charge and spin): 0.00 kcal/mol
- Frontier orbital gap: 0.27533 Ha
- Max |F|: 2.1 eV/Å
- Net charge: +1
- M: 259.054 g/mol

> What is the formula in the third record?

C5H12FInO2